{"formula": "C4H10NO", "method": "wB97M-V/def2-TZVPD", "species": ["C", "C", "C", "C", "N", "H", "H", "H", "H", "H", "H", "H", "H", "H", "H", "O"], "xyz": [[-0.26534, 1.87110, 1.20873], [0.15793, 1.03912, 0.04380], [0.22932, 1.41526, -1.22884], [-0.31406, -1.03415, 1.23497], [0.25755, -0.37761, 0.31348], [0.40288, 1.68203, 2.05122], [-0.21241, 2.92762, 0.95625], [-1.30321, 1.67534, 1.48007], [0.30844, 0.65159, -1.98932], [0.42190, 2.46610, -1.36931], [-0.55051, -2.08632, 1.11826], [-0.81092, -0.52131, 2.05118], [0.48864, -0.92697, -0.52013], [0.31968, -2.31759, -2.28574], [0.66989, -3.64792, -1.59362], [0.20023, -2.81630, -1.47100]], "forces_ev_per_angstrom": [[0.8, 0.2, 0.0], [-0.5, 0.1, 0.5], [1.0, -0.4, 1.1], [-1.2, 0.1, 0.5], [-1.2, -0.3, -1.4], [-0.2, 0.1, 0.2], [0.1, 0.0, 0.0], [0.0, -0.2, 0.1], [0.3, 0.4, -0.4], [-0.7, 0.1, -0.7], [0.8, -0.1, 0.0], [0.4, 0.2, 0.1], [0.4, -0.3, 0.3], [0.0, -0.4, -0.3], [0.0, 0.0, 0.0], [0.0, 0.6, 0.3]], "multiplicity": 1, "de_lowest_ev": 1.503, "orbital_gap_ev": 9.29, "e_homo_ha": -0.53463, "total_charge": 1, "lumo_ha": -0.193}


{"formula": "C4H10NO", "method": "wB97M-V/def2-TZVPD", "species": ["O", "C", "C", "C", "C", "N", "H", "H", "H", "H", "H", "H", "H", "H", "H", "H"], "xyz": [[-0.51847, -0.02749, 0.79292], [0.05713, -1.07828, 0.59999], [1.09358, -1.16074, -0.42575], [1.48294, -0.02332, -1.25376], [2.21286, 1.00401, -0.31471], [-3.64854, 0.75698, 0.52012], [-0.13355, -1.98727, 1.15866], [1.77060, -2.00231, -0.36816], [0.65797, 0.41244, -1.84382], [2.06894, -0.27471, -2.13735], [2.40923, 1.93606, -0.85009], [1.52490, 1.16411, 0.50526], [3.12680, 0.51756, 0.04006], [-2.78009, 0.32005, 0.28596], [-4.04322, 0.60340, 1.42753], [-3.93547, 1.57964, 0.02522]], "forces_ev_per_angstrom": [[0.4, -0.5, -0.1], [-1.4, 0.4, 0.3], [1.8, 1.8, -1.0], [-1.1, -0.8, -2.1], [-0.1, -0.6, 0.6], [-0.3, -0.3, -0.3], [-0.2, -0.2, 0.4], [0.0, -0.4, -0.2], [-0.5, 0.4, 1.3], [0.9, -0.6, 0.6], [0.0, -0.4, -0.1], [0.2, 0.5, 0.2], [0.0, 0.5, 0.0], [-0.1, 0.2, 0.1], [0.2, 0.1, 0.1], [0.2, 0.0, 0.1]], "multiplicity": 1, "de_lowest_ev": 4.704, "orbital_gap_ev": 3.42, "e_homo_ha": -0.44992, "total_charge": 1, "lumo_ha": -0.324}